C46H66BGeN2O3P2Sn | ωB97M-V/def2-TZVPD

Geometry as XYZ:
```
122
Properties=species:S:1:pos:R:3:forces:R:3
Sn 0.145919 0.557531 -0.669096 0.002 -0.100 0.041
Ge -1.712038 5.161053 1.405546 -0.051 0.139 -0.255
P -0.834940 -0.033128 -3.560763 0.106 -0.111 0.016
P 1.369796 -1.081754 1.755463 -0.004 -0.110 -0.190
O -1.824438 0.319551 -0.168256 -0.070 0.038 0.045
O 0.839773 1.983905 1.754814 -0.285 0.000 0.109
O 0.455067 3.728447 3.111728 0.058 0.021 0.036
N 0.135230 -2.356174 -2.454254 0.084 -0.026 0.013
N 0.959465 -2.776451 -0.371269 0.011 -0.026 -0.051
C -3.478535 -0.534636 -3.369260 -0.005 -0.009 -0.037
C -3.915544 2.700169 4.819091 0.012 -0.017 0.000
C -0.780595 -1.470608 3.316473 -0.007 0.026 0.031
C -3.182780 5.596899 0.136750 0.007 -0.016 -0.026
C 3.222515 -0.786059 1.733612 -0.021 0.150 0.092
C -5.265170 6.172001 -1.673023 0.008 0.001 0.003
C 1.838492 -0.042262 -4.159833 -0.002 -0.030 0.006
C -0.576564 -1.869905 -3.614177 -0.008 0.026 -0.005
C 1.212412 -2.740685 4.145217 -0.010 0.002 0.005
C 0.746725 -1.435080 3.493600 -0.006 0.124 0.003
C -3.037831 2.034659 3.972922 0.007 0.008 0.006
C 1.089657 -0.265618 4.422677 -0.002 0.003 -0.038
C -0.250141 6.911576 3.236398 -0.030 0.001 -0.006
C -4.371448 6.196198 0.560019 0.009 0.005 0.015
C -0.171203 9.318233 3.135223 0.004 -0.001 -0.002
C -1.130469 6.879054 2.151331 -0.008 0.029 0.036
C 1.101395 -3.924564 -1.137035 -0.102 0.006 0.087
C 1.597470 -6.164466 -1.796994 -0.006 0.013 -0.006
C -3.072633 5.289711 -1.220798 -0.026 -0.021 0.023
C 3.662237 -0.998402 0.275807 0.017 -0.053 -0.002
C 1.095011 -5.909077 -3.065669 -0.002 0.003 0.018
C 3.467841 0.686640 2.088772 0.058 0.008 -0.069
C -2.865764 1.524865 -4.647921 -0.025 0.016 0.037
C -2.557167 4.094964 2.806560 0.104 -0.066 0.082
C -2.680533 1.408230 -0.365387 -0.030 -0.009 -0.015
C 0.400676 0.311356 -6.164002 0.025 0.002 0.001
C -3.422358 4.754065 3.677758 -0.005 -0.010 0.027
C -2.502420 0.055615 -4.413649 -0.039 0.022 0.055
C 0.575635 -4.655325 -3.391151 0.031 -0.005 -0.013
C 1.286822 -2.797365 1.040528 0.064 0.040 -0.011
C -1.044534 9.299267 2.058014 -0.020 -0.002 -0.004
C 0.592191 -3.665906 -2.423438 -0.116 0.010 0.001
C 0.223472 8.123004 3.722903 -0.006 -0.010 0.006
C 1.597088 -5.175529 -0.812347 0.020 -0.002 -0.018
C 0.647999 2.115021 -4.445235 -0.029 -0.004 0.000
C -1.519532 8.086431 1.571635 0.007 -0.008 0.046
C 1.050728 4.194882 0.878578 -0.070 0.064 -0.046
C -4.098217 5.569564 -2.117143 0.008 0.001 0.002
C -5.399031 6.485295 -0.327084 -0.002 -0.011 -0.003
C -2.667475 -0.716243 -5.728231 -0.014 0.046 -0.010
C -2.355893 2.725101 2.981899 -0.051 0.038 -0.032
C -4.100356 4.066349 4.677628 0.003 0.017 -0.021
C -0.289487 4.511488 0.212079 -0.008 -0.156 0.157
C 4.058131 -1.677914 2.647868 0.010 -0.022 -0.021
C 0.785487 3.215652 2.021920 0.018 -0.019 0.152
C 0.540734 0.599931 -4.671657 -0.038 0.062 -0.006
B 0.347877 -1.727275 -1.157136 0.087 0.042 -0.181
H 1.090550 -3.611073 3.499797 -0.017 -0.009 0.027
H 2.254630 -2.691508 4.455760 0.030 -0.001 -0.023
H 0.527090 -0.376557 5.355481 0.008 -0.010 0.001
H 1.985958 -7.147515 -1.562681 0.004 -0.001 0.001
H -4.472930 -0.105171 -3.518547 -0.007 -0.022 -0.027
H 2.951402 -0.566410 -0.432987 0.045 0.052 0.016
H 3.883876 -1.448463 3.699184 -0.001 0.009 0.006
H -1.109512 -2.318957 2.711338 0.008 0.009 -0.029
H -3.736458 -0.846565 -5.925094 -0.002 0.017 -0.018
H -4.765201 4.599980 5.346697 0.004 0.004 0.001
H -2.776458 1.681429 -1.431117 0.003 0.002 0.030
H -0.277565 2.637077 -4.690710 0.027 0.008 -0.026
H 4.545113 0.884773 2.073240 0.028 -0.039 0.008
H 2.691742 0.483258 -4.598618 0.000 -0.011 -0.024
H 0.611558 -2.917641 5.043521 0.010 0.013 0.011
H 3.857903 -2.739853 2.487217 0.018 -0.007 0.021
H -2.892489 2.084250 -3.710209 0.033 -0.004 -0.008
H -2.868138 0.971533 4.092858 0.001 -0.012 0.005
H 0.908120 8.133925 4.562781 0.002 -0.004 0.000
H 1.095159 -6.694662 -3.810701 0.002 -0.002 -0.003
H -0.187131 5.308006 -0.531410 0.018 0.010 -0.017
H -6.065919 6.392910 -2.368422 -0.002 -0.002 0.002
H -2.368015 2.316757 0.159422 0.060 0.064 0.080
H -3.983456 5.313492 -3.164022 0.001 -0.004 -0.002
H -1.143371 -0.557324 2.840337 0.019 -0.007 -0.019
H -3.685386 1.165054 0.000065 -0.003 -0.021 -0.001
H -3.859324 1.581606 -5.102895 -0.011 0.006 0.026
H -2.221429 -1.711057 -5.694188 -0.004 -0.017 0.024
H -2.206112 8.083696 0.732049 0.011 0.006 -0.013
H -1.641736 2.189484 2.370160 0.025 -0.025 -0.066
H -1.251772 -1.558541 4.300290 -0.009 -0.031 0.010
H -6.308702 6.950612 0.033870 0.002 0.003 0.002
H -0.050026 -2.154654 -4.531710 0.013 0.006 -0.005
H 0.526496 -3.365433 1.582463 -0.032 -0.008 -0.023
H -3.169511 -0.330366 -2.341873 -0.008 0.023 0.001
H 1.913625 -1.095456 -4.435981 -0.010 -0.009 0.020
H -2.176036 4.810252 -1.594801 0.015 0.003 -0.001
H 1.729889 3.752849 0.146021 0.015 -0.006 -0.011
H 5.120835 -1.505708 2.444642 -0.006 -0.008 0.004
H 1.970248 -5.386926 0.181329 0.001 -0.004 0.006
H -3.553231 5.828718 3.601319 -0.006 0.008 -0.008
H 2.151876 -0.256655 4.678705 -0.033 0.013 -0.015
H -4.506867 6.444560 1.606230 0.011 0.001 0.019
H -2.242635 -0.181576 -6.576329 0.010 -0.024 0.013
H 0.072183 5.974338 3.677592 0.021 -0.021 -0.002
H -2.165112 2.018972 -5.322042 -0.021 -0.021 -0.040
H 1.929002 0.028560 -3.073765 0.004 0.037 0.004
H 2.235328 -3.323107 1.185903 0.009 -0.015 0.036
H 0.884986 2.337430 -3.403409 -0.002 -0.014 0.008
H 3.079798 0.945814 3.072966 0.041 0.016 -0.023
H 2.970195 1.347598 1.378531 0.034 -0.060 0.056
H -1.565320 -2.336846 -3.661348 0.024 -0.030 -0.031
H 1.495419 5.104081 1.288691 0.001 -0.001 -0.018
H 0.252776 -0.751943 -6.365412 -0.013 0.003 -0.004
H -0.426053 0.864901 -6.609969 0.015 0.013 0.011
H -4.440002 2.157742 5.596923 -0.003 -0.005 -0.003
H 1.442685 2.523824 -5.077185 0.012 -0.004 0.012
H 0.166187 -4.467793 -4.375711 -0.004 -0.002 -0.003
H 4.626433 -0.506272 0.119175 0.025 -0.030 0.020
H 3.780976 -2.055382 0.028424 -0.058 -0.026 -0.013
H 0.203508 10.261789 3.514302 -0.003 -0.001 0.006
H -3.569832 -1.616457 -3.481446 0.020 -0.002 0.022
H 0.827946 0.693502 3.974775 -0.009 0.090 -0.056
H -0.639826 3.621262 -0.314518 -0.022 -0.005 -0.048
H -1.357726 10.228199 1.595763 0.000 -0.002 -0.004
H 1.317874 0.620810 -6.675977 -0.002 -0.007 -0.008
```
Forces are in eV/Å.

As for the net charge: -1. The calculation puts the frontier orbital gap at 6.5 eV. The relative energy (zero: lowest compared OMol25 entry of this formula, charge and spin) comes out at 44.0 kJ/mol. As for the HOMO energy: -0.158 Ha.

Here are the Mulliken charges for atoms 1 to 99, given in e:
1 Sn -0.12
2 Ge 2.00
3 P 0.24
4 P 0.24
5 O -0.63
6 O 0.52
7 O -0.66
8 N 0.74
9 N 0.63
10 C -1.89
11 C -0.60
12 C -1.73
13 C -0.37
14 C 2.37
15 C -0.47
16 C -1.96
17 C -1.94
18 C -1.83
19 C 1.91
20 C -0.80
21 C -2.05
22 C -0.37
23 C 0.05
24 C -0.47
25 C -0.03
26 C 0.35
27 C -0.84
28 C -0.19
29 C -1.96
30 C -0.80
31 C -2.08
32 C -2.03
33 C 0.20
34 C 0.73
35 C -1.88
36 C -0.59
37 C 2.10
38 C -0.66
39 C -1.53
40 C -0.58
41 C 0.42
42 C -0.68
43 C -0.61
44 C -1.61
45 C -0.57
46 C -0.81
47 C -0.66
48 C -0.80
49 C -1.80
50 C 0.47
51 C -0.76
52 C -0.13
53 C -1.90
54 C -0.06
55 C 2.14
56 B 0.49
57 H 0.26
58 H 0.31
59 H 0.55
60 H 0.38
61 H 0.53
62 H 0.27
63 H 0.34
64 H 0.22
65 H 0.57
66 H 0.39
67 H -0.25
68 H 0.25
69 H 0.59
70 H 0.63
71 H 0.55
72 H 0.24
73 H 0.23
74 H 0.44
75 H 0.41
76 H 0.38
77 H 0.57
78 H 0.36
79 H -0.77
80 H 0.39
81 H 0.09
82 H 0.33
83 H 0.55
84 H 0.24
85 H 0.32
86 H 0.20
87 H 0.61
88 H 0.39
89 H 0.49
90 H 0.84
91 H 0.22
92 H 0.25
93 H 0.25
94 H 0.32
95 H 0.51
96 H 0.46
97 H 0.33
98 H 0.27
99 H 0.21